(1)
The following is a quantum chemistry calculation of the ion C5H10N3O2 with charge +1 at a distorted geometry, from the OMol25 dataset.

The geometry in XYZ format:
```
20
C5H10N3O2 ωB97M-V/def2-TZVPD
C -0.05 1.44 -0.88
C -1.18 0.62 -0.29
C -0.71 -0.16 0.97
C -1.64 -1.39 1.26
O 0.68 -0.36 0.75
N 1.06 -0.91 -0.34
O 0.35 -1.67 -0.93
C 2.18 -0.32 -0.79
N 2.95 0.33 0.07
N 3.46 0.84 0.92
H -0.60 2.25 -1.47
H 0.67 0.89 -1.65
H 0.47 2.10 -0.14
H -1.96 1.35 -0.09
H -1.60 0.00 -1.13
H -0.64 0.57 1.77
H -1.62 -2.07 2.18
H -1.55 -1.87 0.34
H -2.66 -1.09 1.25
H 2.39 -0.55 -1.80
```

Summary:
SMILES string: CC[C@@H](C)O/[N+]([O-])=C\[N+]#N
Lowest unoccupied orbital energy, eV: -6.187
Net charge: +1

natural (NBO) population analysis, charges in e, atoms 1 to 6: number 1, C, carries -0.655; number 2, C, carries -0.461; number 3, C, carries 0.074; number 4, C, carries -0.652; number 5, O, carries -0.288; number 6, N, carries 0.515

***

(2)
The following is a quantum chemistry calculation of the ion C5H10N3O3S with charge -1 at a distorted geometry, from the OMol25 dataset.

The geometry in XYZ format:
```
22
C5H10N3O3S ωB97M-V/def2-TZVPD
C 0.25 0.47 0.94
C 1.15 1.00 0.22
C -2.10 -0.28 0.92
C 0.84 -2.26 -0.18
C -1.11 0.35 -1.72
N -0.79 -0.48 0.43
N 0.43 -1.33 -1.19
N -0.69 -0.77 -0.93
O 2.53 2.08 1.95
O 1.86 3.48 0.08
O 3.57 1.78 -0.14
S 2.40 2.20 0.53
H 0.15 0.31 2.03
H -2.40 -1.08 1.74
H -2.34 0.75 1.09
H -2.83 -0.45 0.03
H 1.74 -1.97 0.35
H -0.06 -2.51 0.31
H 1.14 -3.16 -0.67
H -2.09 0.65 -1.47
H -0.38 1.18 -1.53
H -1.28 0.02 -2.77
```

Summary:
Lowest unoccupied orbital energy (spin up / spin down), eV: 3.045 / 3.176
Net charge: -1

natural (NBO) population analysis, charges in e, atoms 1 to 6: number 1, C, carries -0.209; number 2, C, carries -0.273; number 3, C, carries -0.419; number 4, C, carries -0.466; number 5, C, carries -0.430; number 6, N, carries -0.355

***

(3)
The following is a quantum chemistry calculation of the ion C5H10N3OS with charge +1 at a distorted geometry, from the OMol25 dataset.

The geometry in XYZ format:
```
20
C5H10N3OS ωB97M-V/def2-TZVPD
N 2.62 1.04 0.25
C 1.99 -0.14 0.36
O 2.32 -1.04 -0.42
C 0.83 -0.31 1.27
C -0.46 -0.54 -0.03
N -0.07 -1.76 -0.71
N -0.51 0.54 -0.91
C -1.62 1.15 -0.98
C -2.60 0.92 0.16
S -2.11 -0.71 0.73
H 2.56 1.88 0.87
H 3.41 1.25 -0.39
H 0.80 -1.30 1.87
H 0.36 0.59 1.80
H -0.36 -1.75 -1.68
H -0.42 -2.67 -0.30
H 0.98 -1.70 -0.59
H -1.81 1.90 -1.70
H -2.33 1.75 0.80
H -3.59 0.89 -0.37
```

Summary:
SMILES string: NC(=O)C[C@]1([NH3+])N=CCS1
Lowest unoccupied orbital energy, eV: -3.188
Net charge: +1

natural (NBO) population analysis, charges in e, atoms 1 to 6: number 1, N, carries -0.774; number 2, C, carries 0.646; number 3, O, carries -0.635; number 4, C, carries -0.490; number 5, C, carries 0.172; number 6, N, carries -0.755

***

(4)
The following is a quantum chemistry calculation of a cluster of 3 separate species, C5H10N3S in total at a distorted geometry, from the OMol25 dataset.

The geometry in XYZ format:
```
19
C5H10N3S ωB97M-V/def2-TZVPD
C 0.21 2.02 1.68
C 1.34 1.34 1.69
C -0.71 1.78 0.70
C 1.25 0.13 1.03
C -1.90 2.68 0.60
N -0.61 0.71 -0.11
N 0.32 -0.15 0.14
N -0.25 -2.56 -2.13
S 3.57 -1.53 0.80
H 0.11 2.92 2.23
H 2.27 1.56 2.23
H -2.08 2.94 1.61
H -2.60 2.20 -0.06
H -1.55 3.64 0.21
H 0.53 -0.96 -0.55
H -0.45 -3.49 -2.19
H 0.13 -2.35 -3.03
H -1.17 -2.26 -1.92
H 3.33 -1.86 2.06
```

Summary:
Lowest unoccupied orbital energy (spin up / spin down), eV: -6.724 / -6.724
Net charge: +1

natural (NBO) population analysis, charges in e, atoms 1 to 6: number 1, C, carries -0.143; number 2, C, carries -0.260; number 3, C, carries 0.224; number 4, C, carries 0.327; number 5, C, carries -0.643; number 6, N, carries -0.151

***

(5)
The following is a quantum chemistry calculation of a structure of composition C5H10N3S at a distorted geometry, from the OMol25 dataset.

The geometry in XYZ format:
```
19
C5H10N3S ωB97M-V/def2-TZVPD
C 0.69 -1.65 0.15
C 0.81 1.85 0.10
C 1.00 0.54 0.85
C -1.96 -0.24 -0.77
C -1.32 -0.27 0.67
N 0.05 1.93 -0.88
N 0.08 -0.56 0.61
N 1.93 -1.66 -0.35
S 2.96 -0.36 0.14
H -0.07 -2.46 0.03
H 1.54 2.58 0.48
H 1.39 0.61 1.81
H -2.22 -1.18 -1.14
H -2.94 0.38 -0.70
H -1.24 0.34 -1.45
H -1.46 0.79 1.01
H -1.78 -0.87 1.38
H 0.00 2.80 -1.35
H 2.56 -2.56 -0.58
```

Summary:
Multiplicity: 3
Lowest unoccupied orbital energy (spin up / spin down), eV: -4.125 / -6.875
Net charge: +1
⟨S²⟩: 2.017

natural (NBO) population analysis, charges in e, atoms 1 to 6: number 1, C, carries 0.371; number 2, C, carries 0.081; number 3, C, carries -0.188; number 4, C, carries -0.640; number 5, C, carries -0.246; number 6, N, carries -0.635

***

(6)
The following is a quantum chemistry calculation of a structure of composition C5H10N4 at a distorted geometry, from the OMol25 dataset.

The geometry in XYZ format:
```
19
C5H10N4 ωB97M-V/def2-TZVPD
C 1.13 1.23 -1.68
C -1.73 0.43 -1.95
C 0.26 -0.67 2.08
C 0.62 0.50 -0.47
C -1.10 -0.05 -0.68
N 0.93 -1.87 2.25
N 1.20 0.24 0.55
N -0.13 0.15 2.95
N -1.57 -0.75 0.19
H 1.51 -1.94 3.07
H 1.37 -2.24 1.42
H 0.09 -0.11 3.91
H -0.65 -0.80 1.14
H 2.16 1.54 -1.51
H 1.09 0.59 -2.56
H 0.52 2.11 -1.88
H -1.16 0.11 -2.82
H -2.74 0.03 -2.02
H -1.78 1.52 -1.96
```

Summary:
Lowest unoccupied orbital energy (spin up / spin down), eV: -0.370 / -0.370
Net charge: 0

natural (NBO) population analysis, charges in e, atoms 1 to 6: number 1, C, carries -0.658; number 2, C, carries -0.666; number 3, C, carries 0.395; number 4, C, carries 0.177; number 5, C, carries 0.223; number 6, N, carries -0.843

***

(7)
The following is a quantum chemistry calculation of a structure of composition C5H10N4 at a distorted geometry, from the OMol25 dataset.

The geometry in XYZ format:
```
19
C5H10N4 ωB97M-V/def2-TZVPD
C -2.06 0.80 1.09
C 0.25 -1.84 0.90
C -0.64 -0.09 -1.13
C 1.04 0.65 -0.31
C -0.42 -0.84 0.05
N 2.15 0.21 -0.98
N -1.54 -0.10 0.07
N -0.90 0.21 -2.34
N 0.92 1.61 0.50
H 2.00 -0.34 -1.82
H 2.96 0.82 -1.03
H -0.17 -0.07 -2.99
H 1.76 2.17 0.61
H -2.14 1.80 0.67
H -3.05 0.44 1.39
H -1.41 0.85 1.97
H 0.36 -1.46 1.92
H -0.36 -2.74 0.93
H 1.23 -2.09 0.50
```

Summary:
Lowest unoccupied orbital energy, eV: 0.739
Net charge: 0

natural (NBO) population analysis, charges in e, atoms 1 to 6: number 1, C, carries -0.421; number 2, C, carries -0.666; number 3, C, carries 0.422; number 4, C, carries 0.361; number 5, C, carries 0.254; number 6, N, carries -0.860

***

(8)
The following is a quantum chemistry calculation of a cluster of 2 separate species, C5H10N4O3 in total at a distorted geometry, from the OMol25 dataset.

The geometry in XYZ format:
```
22
C5H10N4O3 ωB97M-V/def2-TZVPD
C -3.50 -0.59 0.53
C -2.16 -0.99 -0.02
O -1.83 -2.15 -0.22
N -1.31 0.05 -0.37
C 0.11 -0.19 -0.50
O -1.59 1.28 0.24
H -4.12 -1.49 0.61
H -4.00 0.15 -0.10
H -3.38 -0.14 1.52
H 0.52 0.52 -1.22
H 0.57 -0.07 0.50
H 0.20 -1.22 -0.88
H -1.84 1.84 -0.50
C 2.36 1.64 -0.02
C 2.49 0.15 0.02
N 2.90 -0.55 1.12
N 2.89 -1.77 0.82
O 2.47 -1.88 -0.47
N 2.22 -0.65 -0.97
H 1.33 1.94 -0.24
H 3.01 2.06 -0.81
H 2.65 2.05 0.95
```

Summary:
SMILES string: CC(=O)N(C)O.Cc1nnon1
Lowest unoccupied orbital energy, eV: 0.162
Net charge: 0

natural (NBO) population analysis, charges in e, atoms 1 to 6: number 1, C, carries -0.709; number 2, C, carries 0.664; number 3, O, carries -0.600; number 4, N, carries -0.186; number 5, C, carries -0.432; number 6, O, carries -0.563

***

(9)
The following is a quantum chemistry calculation of a cluster of 2 separate species, C5H10N5O2 in total at a distorted geometry, from the OMol25 dataset.

The geometry in XYZ format:
```
22
C5H10N5O2 ωB97M-V/def2-TZVPD
C -2.88 1.25 -0.14
C -1.69 0.54 0.02
C 2.60 0.32 -0.03
C -2.44 -1.79 -0.47
C -1.34 -0.88 0.03
N -2.57 2.55 0.12
N -1.37 2.73 0.33
N 3.87 0.87 0.08
N 1.91 -0.01 1.00
N -0.18 -1.28 0.39
O 2.01 -0.06 -1.13
O -0.71 1.55 0.21
H -3.93 0.84 -0.25
H -2.30 -1.60 -1.57
H -2.29 -2.85 -0.06
H -3.40 -1.48 -0.16
H 4.24 1.26 0.85
H 4.55 0.49 -0.53
H 2.38 0.04 1.96
H 2.51 0.39 -1.84
H 0.08 -2.22 0.29
H 0.95 -0.65 0.89
```

Summary:
Multiplicity: 3
Lowest unoccupied orbital energy (spin up / spin down), eV: -2.822 / -7.116
Net charge: +1
⟨S²⟩: 2.038

natural (NBO) population analysis, charges in e, atoms 1 to 6: number 1, C, carries 0.018; number 2, C, carries 0.309; number 3, C, carries 0.781; number 4, C, carries -0.661; number 5, C, carries 0.194; number 6, N, carries -0.224

***

(10)
The following is a quantum chemistry calculation of the ion C5H10NO with charge -1 at a distorted geometry, from the OMol25 dataset.

The geometry in XYZ format:
```
17
C5H10NO ωB97M-V/def2-TZVPD
O -0.01 0.68 2.75
C -0.14 1.24 1.54
C 0.71 0.54 0.46
C 0.42 -0.99 0.52
C -0.39 -1.34 -0.73
C -0.53 -0.02 -1.56
N 0.37 0.93 -0.95
H -1.21 1.28 1.21
H 0.07 2.39 1.51
H 1.73 0.93 0.53
H 1.26 -1.70 0.57
H -0.19 -1.07 1.43
H -0.01 -2.21 -1.27
H -1.40 -1.68 -0.49
H -0.35 -0.26 -2.61
H -1.55 0.36 -1.44
H 1.23 0.92 -1.48
```

Summary:
SMILES string: [O-]C[C@H]1CCCN1
Lowest unoccupied orbital energy, eV: 3.990
Net charge: -1

natural (NBO) population analysis, charges in e, atoms 1 to 6: number 1, O, carries -0.956; number 2, C, carries -0.018; number 3, C, carries -0.074; number 4, C, carries -0.460; number 5, C, carries -0.426; number 6, C, carries -0.227

***

(11)
The following is a quantum chemistry calculation of a structure of composition C5H10NO at a distorted geometry, from the OMol25 dataset.

The geometry in XYZ format:
```
17
C5H10NO ωB97M-V/def2-TZVPD
O -0.35 -1.61 -0.33
C -0.76 -1.32 0.86
C -0.89 0.04 1.39
C 0.30 0.87 0.93
C 0.46 0.82 -0.54
C 0.01 1.77 -1.35
N 1.24 -0.27 -1.06
H -1.01 -2.18 1.52
H -0.83 -0.07 2.50
H -1.84 0.61 1.45
H 0.11 1.94 1.14
H 1.24 0.67 1.47
H -0.08 1.73 -2.43
H -0.60 2.63 -1.10
H 2.16 -0.32 -0.61
H 1.36 -0.42 -2.05
H 0.76 -1.17 -0.72
```

Summary:
Multiplicity: 2
Lowest unoccupied orbital energy (spin up / spin down), eV: 0.503 / 0.463
Net charge: 0
⟨S²⟩: 0.753

natural (NBO) population analysis, charges in e, atoms 1 to 6: number 1, O, carries -0.804; number 2, C, carries 0.072; number 3, C, carries -0.491; number 4, C, carries -0.458; number 5, C, carries 0.194; number 6, C, carries -0.419

***

(12)
The following is a quantum chemistry calculation of the ion C5H10NO with charge +1 at a distorted geometry, from the OMol25 dataset.

The geometry in XYZ format:
```
17
C5H10NO ωB97M-V/def2-TZVPD
C 0.69 1.45 -0.40
C -0.60 1.44 -0.54
C -0.95 -0.20 1.27
C 1.27 0.37 0.32
C -1.39 0.26 -0.04
N 1.42 -0.94 -0.41
O -1.26 -0.85 -0.85
H 1.26 2.25 -0.60
H -1.12 2.30 -1.02
H -1.47 -1.15 1.53
H -0.75 0.57 2.01
H 2.16 0.55 0.92
H -2.48 0.46 0.07
H 1.36 -1.77 0.17
H 2.27 -1.10 -1.10
H 0.60 -1.13 -1.03
H -1.49 -0.73 -1.75
```

Summary:
Lowest unoccupied orbital energy (spin up / spin down), eV: -4.778 / -4.449
Net charge: +1

natural (NBO) population analysis, charges in e, atoms 1 to 6: number 1, C, carries -0.294; number 2, C, carries -0.120; number 3, C, carries -0.227; number 4, C, carries -0.049; number 5, C, carries -0.064; number 6, N, carries -0.739

***

(13)
The following is a quantum chemistry calculation of a cluster of 2 separate species, C5H10NO in total at a distorted geometry, from the OMol25 dataset.

The geometry in XYZ format:
```
17
C5H10NO ωB97M-V/def2-TZVPD
C -0.31 1.54 -0.86
C 2.54 -0.23 -0.20
C -2.43 0.02 0.59
C -0.56 -1.19 -0.18
C 1.26 0.34 0.32
N 0.66 1.28 -0.31
O -1.54 -0.38 -0.52
H -0.94 2.31 -1.40
H 2.82 0.17 -1.15
H 2.56 -1.36 -0.24
H 3.45 0.05 0.40
H -3.40 -0.25 0.30
H -2.61 1.19 0.58
H -2.09 -0.28 1.58
H -0.13 -1.74 -1.01
H -0.31 -1.67 0.68
H 1.06 0.20 1.40
```

Summary:
Lowest unoccupied orbital energy (spin up / spin down), eV: -4.416 / -4.417
Net charge: +1

natural (NBO) population analysis, charges in e, atoms 1 to 6: number 1, C, carries 0.291; number 2, C, carries -0.671; number 3, C, carries -0.276; number 4, C, carries 0.092; number 5, C, carries -0.079; number 6, N, carries -0.263

***

For reference, energy relative to the best compared isomer or geometry (same formula, charge and spin) by record: 177.4; 76.7; 0.0; 110.0; 22.9; 103.1; 127.7; 68.9; 21.4; 10.1; 45.9; 109.2; 140.5 kcal per mole.